{
  "formula": "C51H68ClF2N8O4",
  "method": "the ωB97M-V functional and the def2-TZVPD basis",
  "spin_multiplicity": 1,
  "total_energy_ha": -3382.773750,
  "total_charge": 1,
  "gap_ev": 9.18,
  "lumo_energy_ha": -0.0660,
  "relative_energy_kcal_mol": 11.8,
  "symbols": ["C", "C", "C", "C", "C", "C", "C", "N", "C", "C", "F", "C", "F", "C", "C", "C", "O", "O", "C", "C", "O", "N", "C", "C", "C", "C", "O", "C", "C", "Cl", "H", "H", "H", "H", "H", "H", "H", "H", "H", "H", "H", "H", "H", "H", "H", "H", "H", "H", "H", "H", "H", "H", "H", "H", "H", "H", "H", "H", "H", "H", "H", "H", "H", "H", "H", "H", "H", "H", "N", "C", "C", "C", "C", "C", "H", "H", "H", "H", "H", "N", "C", "C", "C", "C", "C", "H", "H", "H", "H", "H", "N", "C", "C", "C", "C", "C", "H", "H", "H", "H", "H", "N", "C", "C", "C", "C", "C", "H", "H", "H", "H", "H", "N", "C", "C", "C", "C", "C", "H", "H", "H", "H", "H", "N", "C", "C", "C", "C", "C", "H", "H", "H", "H", "H"],
  "xyz": [[5.35106, -1.40053, -0.10113], [4.66367, -0.05464, -0.07799], [4.64334, 0.58020, 1.32145], [4.66790, 2.11923, 1.30559], [3.35578, 2.74752, 1.77154], [2.11249, 2.05887, 1.16733], [0.91925, 2.98818, 0.94062], [0.63766, 3.39141, -0.51862], [1.96004, 3.80153, -1.11082], [2.71791, 2.78396, -1.92891], [1.73378, 4.86398, -1.95674], [-0.22548, 4.65375, -0.43450], [-0.94821, 4.60095, 0.72927], [-1.25928, 4.85439, -1.52535], [-0.80535, 5.46706, -2.86982], [-0.40031, 4.52956, -3.98059], [0.67413, 4.61954, -4.56561], [-1.33351, 3.60172, -4.33860], [-0.87950, 2.64104, -5.28520], [-0.16801, 1.44801, -4.74416], [-1.13727, 2.80052, -6.47160], [-2.16767, 3.71617, -1.63299], [-1.63983, 2.43785, -1.18615], [-2.20206, 1.97958, 0.16094], [-3.52075, 1.21860, -0.06257], [-3.40691, -0.30297, -0.04317], [-2.61014, -0.80097, 1.01039], [-1.64524, -1.75340, 0.60568], [-0.11017, 2.36790, -1.31152], [0.37046, 0.69079, -1.02609], [6.42893, -1.32574, 0.00545], [4.94267, -2.06251, 0.64972], [5.14999, -1.87576, -1.05774], [5.12096, 0.64875, -0.76761], [3.63403, -0.21370, -0.40199], [5.53250, 0.23969, 1.84148], [3.80591, 0.22851, 1.91401], [5.41307, 2.42678, 2.03158], [4.98271, 2.50727, 0.34159], [3.34889, 3.82500, 1.60986], [3.31783, 2.61313, 2.84752], [1.79493, 1.34255, 1.91361], [2.41202, 1.46077, 0.32127], [0.04640, 2.51641, 1.35595], [1.15009, 3.89500, 1.47829], [2.57869, 4.22256, -0.33157], [2.34561, 2.82575, -2.94741], [2.70222, 1.75654, -1.59805], [3.74578, 3.11505, -1.98025], [0.41552, 5.51176, -0.29447], [-1.87829, 5.63648, -1.09320], [-1.63341, 6.06286, -3.24275], [-0.00522, 6.16953, -2.69771], [-0.00173, 0.74182, -5.54065], [0.79928, 1.70087, -4.31929], [-0.73780, 0.94812, -3.96475], [-2.56534, 3.65558, -2.55304], [-1.97396, 1.70361, -1.91198], [-2.46683, 2.81822, 0.78937], [-1.49871, 1.37990, 0.72492], [-3.94489, 1.51497, -1.01658], [-4.22785, 1.53760, 0.69423], [-3.10718, -0.69010, -1.01002], [-4.41376, -0.68674, 0.10938], [-1.32860, -1.61706, -0.42556], [-0.77133, -1.62895, 1.23649], [-2.03552, -2.76240, 0.69216], [0.11376, 2.55992, -2.35165], [5.26083, -4.64198, -0.23268], [4.35330, -5.56625, 0.07504], [4.47193, -6.90387, -0.27508], [5.59165, -7.30228, -0.98650], [6.54438, -6.35196, -1.31697], [6.33125, -5.04175, -0.91574], [3.49414, -5.20802, 0.63243], [3.70485, -7.61337, 0.00390], [5.72079, -8.33650, -1.27862], [7.43357, -6.61890, -1.87124], [7.05396, -4.26609, -1.14984], [3.45489, -2.18982, -2.63595], [2.29554, -1.61199, -2.93677], [1.39239, -2.12094, -3.85631], [1.71481, -3.30194, -4.50661], [2.91807, -3.91757, -4.20788], [3.74823, -3.32339, -3.26751], [2.08432, -0.68941, -2.40685], [0.46092, -1.60652, -4.05639], [1.03898, -3.73495, -5.23264], [3.20959, -4.83995, -4.69011], [4.69631, -3.77668, -2.99891], [-4.25550, -2.89412, -1.75949], [-4.37480, -2.91412, -3.08582], [-5.35519, -3.62323, -3.76121], [-6.26385, -4.35758, -3.01712], [-6.15505, -4.35039, -1.63654], [-5.13836, -3.60472, -1.06053], [-3.64205, -2.32819, -3.63196], [-5.40422, -3.60006, -4.84090], [-7.04418, -4.92615, -3.50550], [-6.84238, -4.90993, -1.01782], [-5.01972, -3.56996, 0.01761], [-5.75500, 3.73222, 1.98862], [-6.79963, 2.90952, 2.05901], [-7.80810, 3.02414, 3.00321], [-7.72640, 4.04952, 3.93046], [-6.64573, 4.91405, 3.87409], [-5.69319, 4.71277, 2.88726], [-6.82496, 2.11880, 1.31645], [-8.63474, 2.32757, 3.00978], [-8.49277, 4.17342, 4.68431], [-6.54249, 5.72796, 4.57809], [-4.83356, 5.36923, 2.80636], [-0.30215, 1.84462, 3.49286], [-1.33730, 1.00370, 3.57607], [-2.33732, 1.11095, 4.52794], [-2.25927, 2.14051, 5.45093], [-1.18981, 3.01934, 5.38409], [-0.24455, 2.82970, 4.38977], [-1.35599, 0.21844, 2.82952], [-3.15485, 0.40415, 4.54244], [-3.02009, 2.25693, 6.21154], [-1.09028, 3.83500, 6.08638], [0.60617, 3.49803, 4.30175], [2.27520, -4.74085, 2.92016], [2.50374, -4.37904, 4.18049], [1.93167, -5.00587, 5.27698], [1.07033, -6.06676, 5.05280], [0.81937, -6.45661, 3.74766], [1.44627, -5.76426, 2.72347], [3.18229, -3.54339, 4.31190], [2.15729, -4.66998, 6.27942], [0.60308, -6.58238, 5.88161], [0.15427, -7.27984, 3.52680], [1.27991, -6.04091, 1.68705]],
  "atomic_forces_ev_per_a": [[-0.07, -0.06, -0.66], [-0.38, -0.02, 0.67], [0.55, 0.31, -0.47], [-0.16, -0.03, 0.75], [-0.07, -0.31, -0.21], [0.55, 0.25, 0.28], [0.79, -1.01, 0.03], [0.07, 0.34, 1.03], [0.91, 0.10, -0.81], [-0.14, -0.07, -0.32], [-0.21, 0.03, -0.12], [-0.81, 0.41, 0.39], [-0.01, -0.33, 0.07], [-0.93, 0.28, -0.50], [-0.27, -0.43, 0.07], [2.31, 0.48, -1.22], [-1.93, -0.51, 1.05], [0.38, -0.12, 0.25], [-0.62, 0.43, -3.89], [-0.04, -0.06, 0.40], [0.51, -0.24, 3.50], [0.51, -0.08, 0.40], [0.04, 0.01, 0.37], [-0.79, 0.01, -0.09], [0.51, -0.14, 0.64], [-0.84, 0.16, 0.03], [0.46, 0.36, -0.29], [-0.03, 0.00, 0.12], [-0.56, -0.36, -0.62], [0.04, 0.09, 0.12], [0.18, 0.10, 0.28], [0.03, -0.16, 0.28], [0.08, -0.08, 0.05], [0.16, 0.03, -0.26], [-0.19, 0.06, -0.27], [0.20, -0.09, 0.12], [-0.20, -0.21, 0.06], [0.31, 0.29, -0.07], [0.00, -0.01, -0.27], [0.07, 0.19, -0.11], [-0.14, 0.12, 0.28], [-0.41, -0.21, 0.00], [-0.11, 0.07, -0.23], [-0.38, 0.23, -0.10], [-0.35, 0.44, -0.01], [-0.18, -0.20, 0.62], [-0.17, -0.02, -0.20], [0.00, -0.03, 0.26], [0.26, 0.08, 0.08], [0.43, 0.02, -0.39], [0.23, 0.43, 0.27], [-0.31, -0.07, -0.12], [0.31, 0.07, -0.14], [0.01, -0.08, -0.33], [0.15, 0.26, 0.02], [-0.22, 0.05, 0.15], [0.01, 0.00, -0.11], [0.10, -0.27, -0.22], [0.27, 0.43, -0.03], [0.02, -0.34, 0.00], [-0.24, 0.06, -0.20], [-0.14, 0.04, 0.19], [0.42, -0.16, -0.14], [-0.24, -0.14, -0.15], [-0.05, 0.13, -0.21], [0.15, -0.14, 0.23], [-0.03, -0.25, 0.09], [0.29, 0.18, -0.17], [0.03, -0.14, -0.05], [-0.10, 0.08, 0.03], [0.03, 0.03, -0.04], [-0.01, -0.06, -0.02], [-0.01, 0.00, -0.01], [0.03, 0.08, 0.03], [0.02, -0.03, 0.05], [-0.01, 0.00, 0.01], [0.00, 0.00, 0.00], [0.01, 0.01, 0.00], [0.03, -0.03, -0.02], [-0.17, -0.02, -0.22], [0.03, 0.04, 0.02], [0.01, 0.01, 0.01], [-0.05, -0.04, -0.04], [-0.03, 0.04, 0.02], [0.13, -0.04, 0.08], [0.00, -0.02, -0.07], [-0.01, -0.01, 0.02], [0.00, 0.00, 0.00], [0.02, -0.01, 0.01], [-0.02, -0.04, -0.02], [-0.02, -0.10, -0.11], [0.06, 0.04, 0.03], [0.00, 0.00, 0.01], [-0.04, -0.03, -0.02], [0.01, 0.01, -0.02], [0.06, 0.04, 0.10], [-0.02, -0.02, -0.05], [0.01, 0.01, -0.01], [0.00, 0.00, 0.00], [0.00, 0.00, 0.02], [-0.04, -0.03, 0.01], [0.02, -0.04, 0.03], [0.05, -0.03, -0.08], [0.01, 0.01, 0.01], [-0.04, 0.01, 0.04], [0.00, -0.02, -0.01], [0.08, 0.02, -0.05], [-0.05, -0.02, 0.01], [0.00, -0.01, -0.02], [-0.01, 0.00, 0.00], [0.01, 0.02, -0.01], [-0.01, 0.03, 0.04], [-0.17, 0.00, 0.16], [0.21, -0.04, -0.17], [0.00, 0.02, 0.03], [-0.04, 0.00, 0.02], [0.00, 0.00, -0.01], [0.05, 0.00, -0.06], [-0.16, -0.05, 0.05], [0.01, -0.02, -0.03], [0.00, 0.00, 0.00], [0.02, 0.01, 0.00], [0.00, 0.04, 0.06], [-0.07, -0.05, 0.01], [0.07, 0.09, -0.05], [-0.02, -0.01, -0.02], [-0.02, -0.02, 0.05], [0.01, 0.01, 0.00], [0.03, 0.03, -0.08], [0.01, -0.01, 0.05], [0.02, 0.01, 0.00], [0.00, 0.00, 0.00], [0.00, -0.01, -0.02], [-0.04, -0.04, 0.01]],
  "mulliken_charge": [-1.32, 0.56, -0.89, -0.96, -1.03, 0.69, -0.98, 1.31, 0.57, -1.15, -0.33, -0.04, -0.33, -0.89, -1.01, 0.63, -0.56, -0.30, 0.40, -0.17, -0.55, -0.15, -0.78, -0.30, -1.09, -0.55, -0.30, -0.71, -0.25, 0.47, 0.40, 0.35, 0.21, 0.24, -0.37, 0.64, 0.37, 0.43, 0.35, 0.51, 0.41, 1.07, -1.26, -0.50, 0.91, 0.28, 0.34, 0.00, 0.37, 0.70, 0.45, 0.67, 0.30, 0.50, 0.12, -0.01, 0.51, 1.41, 0.45, -0.02, 0.46, -0.07, 0.36, 0.50, 0.17, 0.31, 0.28, -0.81, -0.10, -0.17, -0.47, -0.33, -0.57, -0.28, 0.32, 0.40, 0.39, 0.41, 0.36, -0.09, 0.11, -0.43, -0.60, -0.59, -0.33, 0.24, 0.43, 0.42, 0.41, 0.39, -0.15, -0.13, -0.67, -0.12, -0.81, 0.04, 0.37, 0.36, 0.38, 0.36, 0.39, -0.32, -0.07, -0.64, -0.12, -0.58, -0.11, 0.35, 0.36, 0.39, 0.36, 0.38, 0.00, -0.22, -0.96, -0.28, -0.86, -0.06, 0.66, 0.48, 0.43, 0.43, 0.39, -0.29, -0.25, -0.53, -0.13, -0.59, -0.09, 0.37, 0.38, 0.38, 0.37, 0.41]
}